Below is a molecular structure, C28H21N5O2SW at a distorted geometry, with properties calculated with the ωB97M-V functional and the def2-TZVPD basis.

XYZ file:
```
58
Properties=species:S:1:pos:R:3:nbo_charge:R:1
W -0.149 0.514 0.116 1.729
S 2.435 0.847 -0.065 2.237
O 1.463 1.286 -1.123 -0.891
O 2.576 1.767 1.025 -0.878
N 1.532 -0.464 0.464 -0.862
N -0.753 -0.527 1.828 -0.518
N -5.875 -3.878 -6.808 -0.219
N -1.668 4.194 1.647 -0.279
N -0.984 2.325 0.773 -0.592
C 2.752 -1.254 2.497 -0.189
C -5.222 -3.403 -5.992 0.236
C -1.695 3.022 -0.203 -0.074
C -4.401 -2.801 -4.969 -0.106
C -2.029 -0.961 -2.044 0.189
C 2.690 -1.707 3.836 -0.168
C -3.035 -2.637 -5.190 -0.163
C -0.986 -1.556 4.395 -0.064
C -1.340 -0.413 -1.195 -0.496
C 0.295 -1.477 3.808 -0.010
C 1.613 -0.930 1.826 0.168
C 3.907 0.348 -0.790 -0.343
C -2.835 -1.608 -3.026 -0.111
C 3.844 -0.664 -1.755 -0.181
C -4.202 -1.793 -2.802 -0.166
C 6.264 0.522 -0.981 -0.197
C 5.091 0.950 -0.386 -0.170
C -2.093 -1.154 3.695 -0.261
C -2.127 4.179 0.343 -0.028
C -1.938 -0.628 2.412 0.114
C 1.493 -1.836 4.474 -0.176
C -2.253 -2.036 -4.224 -0.149
C 5.031 -1.073 -2.328 -0.183
C -4.983 -2.384 -3.775 -0.151
C -1.880 5.274 2.625 -0.413
C 6.232 -0.480 -1.940 -0.128
C 0.364 -0.998 2.494 0.094
C -0.991 3.075 1.871 0.249
H -0.513 2.831 2.806 0.239
H -1.084 -1.941 5.404 0.248
H -2.598 -2.977 -6.119 0.250
H -1.828 2.639 -1.200 0.258
H 3.711 -1.190 1.997 0.242
H 5.094 1.733 0.362 0.256
H -4.644 -1.472 -1.868 0.229
H -1.193 -1.897 -4.387 0.231
H 7.157 -0.805 -2.398 0.246
H 7.204 0.972 -0.693 0.249
H -6.042 -2.530 -3.615 0.248
H -2.390 6.091 2.125 0.244
H -2.495 4.915 3.446 0.236
H 2.901 -1.108 -2.045 0.242
H -0.923 5.626 2.998 0.239
H -2.786 -0.278 1.840 0.228
H 3.608 -1.965 4.347 0.251
H -3.083 -1.213 4.123 0.259
H -2.704 4.986 -0.073 0.262
H 5.024 -1.853 -3.076 0.245
H 1.443 -2.204 5.492 0.246
```

Summary:
⟨S²⟩: 2.02
Total charge: +2
Max |F| (eV/A): 2.2
DFT total energy (Ha): -1968.53996
Kohn-Sham gap (spin up / spin down) (eV): 6.54 / 6.81
ΔE to the lowest compared entry with this formula, charge and spin (eV): 0.000
Multiplicity: 3
HOMO level (spin up / spin down) (eV): -13.5 / -13.8